A molecular structure, C5H6N2O in a non-equilibrium geometry, computed with the ωB97M-V functional and the def2-TZVPD basis.

The value obtained for the HOMO-LUMO gap is 0.3490 Ha. The value obtained for the LUMO energy is -0.0217 Ha. Its charge is 0. The relative energy (zero: lowest compared OMol25 entry of this formula, charge and spin) comes out at 156.6 kcal/mol. The molar mass is 110.116 g/mol. Its total energy is -378.62141 Eh.

CARTESIAN COORDINATES (ANGSTROEM)
1 C -0.552 1.345 0.455
2 C -0.095 -0.009 -0.017
3 C -1.362 -1.006 -0.577
4 C 0.701 -0.949 0.876
5 C 0.947 0.274 -0.866
6 H 0.467 1.487 1.364
7 H -0.573 2.284 -0.524
8 H -1.403 1.117 1.000
9 H -1.272 -1.899 -1.569
10 H 0.468 -1.254 1.855
11 H 1.077 0.599 -1.843
12 N 2.000 -0.923 0.538
13 N 2.124 -0.330 -0.685
14 O -2.527 -0.737 -0.006